Here is a cluster of 8 separate species, C22H38O29S5 in total at a distorted geometry from OMol25. Energies are from ωB97M-V with the def2-TZVPD basis set.

Last column: Löwdin charge in e.
Positions of all 94 atoms, in Å:
1 C 4.75539 -1.31460 4.75720  0.01
2 C 4.30943 -0.77025 3.32255  -0.30
3 C 4.17237 -1.85470 2.11408  -0.04
4 O 2.87737 -1.54984 1.60509  0.06
5 C 2.29035 -0.62767 2.35805  -0.55
6 O 1.21600 -0.11218 2.03362  0.10
7 O 3.09387 -0.22648 3.30845  0.09
8 H 4.42365 -0.61456 5.52402  0.08
9 H 5.83814 -1.42674 4.81363  0.08
10 H 4.30967 -2.28000 4.99688  0.07
11 H 4.97214 0.01871 2.96696  0.15
12 H 4.31599 -2.78310 2.66685  0.12
13 H 4.98156 -1.66642 1.40849  0.13
14 C -0.04792 -0.45330 -1.01809  0.00
15 C -0.98552 0.72699 -1.39049  -0.26
16 C -1.16424 1.90940 -0.42256  -0.04
17 O -0.96477 3.01378 -1.28920  0.15
18 C -0.48778 2.63429 -2.35252  -0.68
19 O -0.04833 3.45712 -3.20485  0.07
20 O -0.56325 1.38777 -2.55697  0.14
21 H 0.17622 -1.17743 -1.80135  0.08
22 H -0.52660 -1.04076 -0.23459  0.07
23 H 0.88485 0.01016 -0.69679  0.08
24 H -1.97054 0.27439 -1.50446  0.15
25 H -0.40571 1.68081 0.32610  0.13
26 H -2.19445 1.89879 -0.06667  0.15
27 C -4.18482 -6.31683 0.75916  0.01
28 C -4.41324 -4.96809 0.07250  -0.35
29 C -5.45967 -4.23734 0.69173  -0.10
30 O -4.90754 -2.94183 0.90259  0.13
31 C -3.64624 -2.95255 0.67477  -0.63
32 O -2.99764 -1.96138 0.68573  0.16
33 O -3.30773 -4.16111 0.30372  0.11
34 H -5.04790 -6.75776 1.25792  0.09
35 H -3.30467 -6.24737 1.39839  0.07
36 H -3.92622 -6.99625 -0.05302  0.08
37 H -4.61821 -5.01442 -0.99705  0.17
38 H -5.72920 -4.63173 1.67148  0.14
39 H -6.30702 -4.21038 0.00662  0.15
40 O 2.96373 -2.31079 -2.28582  -0.26
41 S 3.25594 -0.91306 -2.52770  0.71
42 O 4.10994 -0.36405 -1.45908  -0.24
43 O 4.02751 -0.78227 -3.98594  -0.20
44 C 3.11453 -0.59009 -5.07228  -0.15
45 C 1.73693 -0.45458 -4.39811  -0.17
46 O 1.98019 -0.05334 -3.05766  -0.22
47 H 3.51758 0.26609 -5.61320  0.13
48 H 3.04411 -1.42958 -5.76395  0.13
49 H 1.14508 -1.36504 -4.49234  0.13
50 H 1.16153 0.38919 -4.77898  0.14
51 O -2.48303 3.27250 4.46184  -0.23
52 S -2.93138 1.91527 4.31631  0.73
53 O -4.35073 1.57867 4.53026  -0.25
54 O -2.51219 1.21479 2.84183  -0.22
55 C -2.20781 -0.14329 3.00474  -0.20
56 C -1.53777 -0.23003 4.38034  -0.14
57 O -1.95094 0.90880 5.16326  -0.20
58 H -3.15212 -0.68559 2.95686  0.12
59 H -1.62164 -0.53237 2.17221  0.11
60 H -0.45136 -0.31444 4.40650  0.12
61 H -1.92855 -1.13732 4.84100  0.13
62 O 3.51640 4.41516 2.21845  -0.24
63 S 2.73997 3.24683 1.83998  0.73
64 O 3.47267 2.06969 1.31693  -0.24
65 O 1.64998 2.89927 2.99401  -0.22
66 C 0.36649 3.49687 2.92291  -0.13
67 C 0.46473 4.27581 1.54363  -0.14
68 O 1.53374 3.68314 0.80850  -0.22
69 H -0.26896 2.61131 2.93162  0.10
70 H 0.01623 4.13004 3.73809  0.13
71 H 0.73995 5.32233 1.67464  0.13
72 H -0.42013 4.20750 0.91083  0.12
73 O -3.20887 8.15550 -6.85199  -0.25
74 S -1.99841 8.17009 -6.03675  0.68
75 O -1.50857 9.46010 -5.63367  -0.24
76 O -2.12998 7.26569 -4.67856  -0.20
77 C -0.96484 6.50974 -4.42096  -0.18
78 C -0.42808 6.19018 -5.81119  -0.15
79 O -0.80832 7.28571 -6.67027  -0.20
80 H -0.27010 7.10947 -3.83295  0.13
81 H -1.15863 5.61005 -3.83691  0.11
82 H -0.94363 5.35226 -6.28044  0.13
83 H 0.59110 5.80413 -5.79293  0.14
84 O -1.07728 -6.92753 -0.07449  -0.27
85 S -0.41037 -5.89690 0.81606  0.76
86 O -0.83184 -5.78114 2.17228  -0.24
87 O 1.20799 -5.96571 0.73831  -0.22
88 C 1.96021 -4.73327 0.48436  -0.12
89 C 0.96601 -3.81813 -0.16414  -0.19
90 O -0.36467 -4.35585 0.03264  -0.22
91 H 2.19094 -4.30596 1.46021  0.12
92 H 2.81594 -4.84181 -0.18200  0.14
93 H 1.19281 -3.80249 -1.23017  0.11
94 H 1.03049 -2.79842 0.21551  0.11

The SMILES is C[C@H]1COC(=O)O1.C[C@H]1COC(=O)O1.C[C@H]1COC(=O)O1.O=S1(=O)OCCO1.O=S1(=O)OCCO1.O=S1(=O)OCCO1.O=S1(=O)OCCO1.O=S1(=O)OCCO1. For the HOMO energy, the calculation gives -10.65 eV. The calculation puts the HOMO-LUMO gap at 10.763 eV. Its charge is 0. The calculation puts the energy above the lowest of the compared OMol25 structures with the same formula, charge and spin at 70.8 kcal per mole.

=====

Here is a cluster of 5 separate species, C21H52FN4O13S4 in total at a distorted geometry from OMol25. Energies are from ωB97M-V with the def2-TZVPD basis set.

Last column: Löwdin charge in e.
Positions of all 95 atoms, in Å:
1 C 2.05314 -1.36049 4.25704  -0.07
2 C 1.21393 -1.22182 3.00153  -0.17
3 C 0.19319 -0.12558 3.13074  -0.33
4 F 0.63391 0.97842 3.78075  0.07
5 N -0.33368 0.24006 1.80565  0.25
6 C -1.35723 0.99525 1.73788  -0.33
7 N -2.05774 1.47418 2.83299  0.11
8 C -3.36767 1.88927 2.28865  -0.09
9 C -3.36062 1.07838 0.97424  -0.30
10 C -4.43691 1.28528 -0.03881  -0.07
11 C -5.76973 0.50756 0.16690  -0.37
12 O -6.85733 1.41164 0.17412  -0.02
13 C -5.86808 -0.31623 1.44045  -0.23
14 N -7.18610 -0.96001 1.56517  0.03
15 N -1.96703 1.39825 0.53793  0.12
16 H 2.68227 -0.49680 4.40768  0.08
17 H 1.40651 -1.46046 5.12245  0.09
18 H 2.66682 -2.24549 4.21594  0.08
19 H 1.82951 -1.05747 2.11849  0.11
20 H 0.69618 -2.16037 2.84306  0.11
21 H -0.65602 -0.51816 3.68248  0.15
22 H 0.07455 -0.06230 0.92332  0.18
23 H -1.52470 2.24427 3.23347  0.16
24 H -3.34364 2.95852 2.06324  0.13
25 H -4.21536 1.75345 2.94244  0.12
26 H -3.24201 0.06658 1.35826  0.14
27 H -4.01926 0.99817 -0.99695  0.12
28 H -4.69472 2.33375 -0.13118  0.13
29 H -5.86518 -0.17727 -0.67094  0.14
30 H -7.22189 1.47973 -0.71860  0.11
31 H -5.08786 -1.07004 1.40438  0.11
32 H -5.67213 0.33789 2.28599  0.10
33 H -7.60387 -0.63261 2.42861  0.07
34 H -7.02550 -1.94482 1.74831  0.06
35 H -1.88393 2.41580 0.53658  0.15
36 O 4.12208 1.40417 -1.74644  -0.28
37 S 3.05567 0.45404 -1.68689  0.58
38 O 2.88188 -0.38388 -0.53333  -0.29
39 O 3.07855 -0.44292 -2.98871  -0.26
40 C 4.30207 -1.11368 -3.35866  -0.24
41 C 4.54457 -2.36356 -2.53604  -0.06
42 C 1.54067 1.28397 -2.02479  -0.11
43 H 5.14998 -0.43036 -3.29718  0.12
44 H 4.17852 -1.38151 -4.40485  0.11
45 H 4.76479 -2.11761 -1.49738  0.07
46 H 5.38990 -2.92036 -2.93947  0.09
47 H 3.66168 -3.00334 -2.54078  0.08
48 H 1.66096 1.88109 -2.92407  0.08
49 H 1.32899 1.92519 -1.17030  0.07
50 H 0.75556 0.54233 -2.15449  0.07
51 O 0.80708 1.27957 -7.14859  -0.26
52 S -0.10399 0.43391 -6.44520  0.57
53 O -0.04883 0.33887 -5.01514  -0.29
54 O -0.03224 -1.03051 -7.06664  -0.26
55 C 1.26660 -1.64474 -7.18790  -0.24
56 C 1.76768 -2.16897 -5.85879  -0.07
57 C -1.75476 0.79911 -6.93543  -0.12
58 H 1.97390 -0.94088 -7.62884  0.12
59 H 1.14171 -2.46267 -7.89425  0.12
60 H 1.98240 -1.34779 -5.17516  0.05
61 H 2.68248 -2.74648 -5.99863  0.09
62 H 1.01781 -2.80220 -5.38433  0.09
63 H -1.79940 0.82230 -8.02038  0.08
64 H -2.00524 1.77409 -6.52350  0.08
65 H -2.41631 0.03725 -6.53194  0.07
66 O -1.88324 -3.24173 3.79907  -0.31
67 S -2.75251 -4.06947 4.58929  0.56
68 O -2.67956 -4.03269 6.01280  -0.26
69 O -2.62387 -5.56797 4.08776  -0.26
70 C -1.30318 -6.15072 4.01255  -0.24
71 C -0.78482 -6.57689 5.37131  -0.07
72 C -4.42206 -3.81479 4.08923  -0.12
73 H -0.61835 -5.45637 3.52320  0.11
74 H -1.40552 -7.01752 3.36339  0.12
75 H -0.58952 -5.71562 6.00953  0.07
76 H 0.14433 -7.13516 5.25942  0.08
77 H -1.51591 -7.20282 5.88167  0.09
78 H -4.47893 -3.88751 3.00612  0.07
79 H -4.71099 -2.81996 4.42270  0.07
80 H -5.04554 -4.56652 4.56533  0.08
81 O 5.31778 5.08272 -1.91446  -0.27
82 S 4.81258 4.61945 -0.65996  0.57
83 O 3.41584 4.32586 -0.50538  -0.30
84 O 5.24724 5.65207 0.47538  -0.26
85 C 4.94520 7.04527 0.26668  -0.25
86 C 3.49097 7.36912 0.54776  -0.08
87 C 5.75364 3.24644 -0.10228  -0.12
88 H 5.23018 7.33988 -0.74429  0.12
89 H 5.58706 7.58914 0.95687  0.12
90 H 2.83445 6.90697 -0.18877  0.07
91 H 3.33313 8.44720 0.51581  0.08
92 H 3.19802 6.99578 1.52932  0.08
93 H 6.81143 3.48752 -0.16686  0.08
94 H 5.49892 2.41272 -0.76012  0.03
95 H 5.46666 3.02464 0.92279  0.08

For the HOMO energy, the calculation gives -12.15 eV. The calculation puts the HOMO-LUMO gap at 9.033 eV. Its charge is +1.

=====

Here is a structure of composition C24H27AsBCrF5N8S3 at a distorted geometry from OMol25. Energies are from ωB97M-V with the def2-TZVPD basis set.

Last column: natural (NBO) charge in e.
Positions of all 70 atoms, in Å:
1 Cr -10.32431 -19.84422 -1.09099  0.71
2 B -7.58595 -21.98354 -1.25471  0.19
3 N -8.64979 -22.29457 -0.14596  -0.27
4 C -8.58868 -23.24287 0.78729  -0.02
5 C -9.62315 -23.03776 1.67377  -0.36
6 C -10.28025 -21.90233 1.18439  -0.04
7 N -9.68625 -21.48264 0.07742  -0.34
8 N -7.33681 -20.43385 -1.13146  -0.29
9 C -6.14569 -19.88496 -1.39929  0.01
10 C -6.31168 -18.53744 -1.60314  -0.36
11 C -7.68771 -18.34422 -1.49192  -0.01
12 N -8.31143 -19.48150 -1.21991  -0.33
13 H -7.98628 -22.28821 -2.34094  -0.02
14 H -6.49255 -22.55627 -0.98703  -0.07
15 H -7.73977 -23.92694 0.72149  0.22
16 H -9.86563 -23.63875 2.54050  0.22
17 H -11.14023 -21.41997 1.58641  0.24
18 H -5.26280 -20.54429 -1.40728  0.22
19 H -5.56066 -17.76474 -1.81461  0.22
20 H -8.26594 -17.45787 -1.47734  0.21
21 C -13.99719 -25.12739 -2.08138  -0.66
22 C -14.14033 -23.79153 -1.51844  0.36
23 N -15.23868 -23.22432 -1.12457  -0.28
24 N -14.82496 -21.95382 -0.79578  -0.38
25 C -13.50028 -21.76185 -0.94762  0.27
26 S -12.83838 -20.25445 -0.50317  -0.17
27 N -13.04432 -22.95758 -1.38442  -0.22
28 N -11.72813 -23.33350 -1.69808  -0.67
29 H -15.01501 -25.55908 -2.18073  0.23
30 H -13.41070 -25.79657 -1.45625  0.24
31 H -13.55368 -25.09146 -3.08423  0.25
32 H -15.43475 -21.29526 -0.34533  0.42
33 H -11.29167 -22.58320 -2.27550  0.41
34 H -11.25875 -23.41955 -0.81687  0.36
35 S -10.51648 -20.86935 -3.04755  -0.88
36 C -9.88411 -17.66048 -4.09212  -0.95
37 As -11.01716 -17.95787 -2.54076  1.07
38 C -11.07846 -16.13941 -1.91355  -1.00
39 C -12.83003 -18.21034 -3.41914  -0.70
40 C -13.49890 -16.86884 -3.57131  -0.02
41 C -13.31673 -16.11036 -4.75037  -0.24
42 C -13.92315 -14.85702 -4.88461  -0.16
43 C -14.70513 -14.33579 -3.87327  -0.26
44 C -14.88533 -15.10177 -2.71491  -0.20
45 C -14.30895 -16.36178 -2.57867  -0.22
46 H -10.42405 -17.12371 -4.87946  0.21
47 H -9.53996 -18.60395 -4.49119  0.26
48 H -9.01527 -17.06336 -3.85553  0.22
49 H -11.65127 -15.49494 -2.57385  0.23
50 H -10.10394 -15.69674 -1.74647  0.24
51 H -11.57346 -16.14591 -0.93036  0.24
52 H -13.39474 -18.87492 -2.73619  0.26
53 H -12.64615 -18.73316 -4.35321  0.25
54 H -12.65580 -16.51972 -5.51335  0.21
55 H -13.76612 -14.30906 -5.79148  0.20
56 H -15.17487 -13.34665 -3.95571  0.21
57 H -15.44278 -14.71309 -1.87726  0.21
58 H -14.48585 -16.91861 -1.66937  0.22
59 F -9.18967 -14.04038 4.54305  -0.31
60 C -9.57372 -15.05534 3.74762  0.24
61 C -10.49301 -15.97373 4.22075  0.25
62 F -11.02367 -15.85340 5.43394  -0.30
63 C -10.88144 -16.97819 3.37220  0.36
64 F -11.81212 -17.80139 3.83500  -0.31
65 C -10.38795 -17.20721 2.08204  -0.25
66 S -10.92443 -18.65477 1.23810  -0.34
67 C -9.44985 -16.24860 1.65991  0.31
68 F -8.91329 -16.31886 0.44347  -0.31
69 C -9.06186 -15.16413 2.46954  0.26
70 F -8.14570 -14.30210 2.02868  -0.30

For the HOMO energy (spin up / spin down), the calculation gives -3.90 / -4.17 eV. The calculation puts the HOMO-LUMO gap (spin up / spin down) at 6.331 / 6.601 eV. The expectation value of S² is 3.8330. Its charge is -1. The calculation puts the energy above the lowest of the compared OMol25 structures with the same formula, charge and spin at 18.1 kcal per mole. Its multiplicity is 4.

=====

Here is an isolated molecule of C3H6N2O at a distorted geometry from OMol25. Energies are from ωB97M-V with the def2-TZVPD basis set.

Last column: natural (NBO) charge in e.
Positions of all 12 atoms, in Å:
1 N -1.13736 -1.27117 -0.48453  -0.85
2 C -0.22646 -0.35156 0.52414  -0.16
3 C -0.26564 1.08728 0.04881  -0.23
4 N 1.07644 0.87895 -0.45037  -0.63
5 C 1.32324 -0.41987 -0.01074  0.70
6 O 2.24348 -1.18165 -0.02904  -0.56
7 H -0.76778 -2.17541 -0.53646  0.36
8 H -2.16404 -1.32395 -0.14272  0.36
9 H -0.36381 -0.61376 1.65718  0.22
10 H -0.36962 1.93333 0.84815  0.19
11 H -0.98655 1.69761 -0.83415  0.20
12 H 1.63810 1.74018 -0.59028  0.40

The SMILES is N[C@@H]1CNC1=O. For the HOMO energy, the calculation gives -9.61 eV. The calculation puts the HOMO-LUMO gap at 10.554 eV. Its charge is 0. The calculation puts the energy above the lowest of the compared OMol25 structures with the same formula, charge and spin at 71.0 kcal per mole.

=====

Here is an isolated molecule of CH3NOP2S at a distorted geometry from OMol25. Energies are from ωB97M-V with the def2-TZVPD basis set.

Last column: natural (NBO) charge in e.
Positions of all 9 atoms, in Å:
1 H -0.08052 1.02501 -1.13626  0.32
2 N 0.64946 1.32650 -0.48423  -0.57
3 C 1.02641 0.52739 0.39147  -0.16
4 P 0.37813 -1.18706 0.77564  0.84
5 O -0.73535 -1.25587 -0.46359  -1.08
6 P -2.05134 -0.34216 -0.81444  0.95
7 S -2.36661 0.84098 0.67960  -0.44
8 H 1.80993 0.85855 1.07084  0.19
9 H 1.36991 -1.79335 -0.01902  -0.04

The SMILES is [H]/N=C\POP=S. For the HOMO energy, the calculation gives -9.38 eV. The calculation puts the HOMO-LUMO gap at 8.259 eV. Its charge is 0. The calculation puts the energy above the lowest of the compared OMol25 structures with the same formula, charge and spin at 16.0 kcal per mole.

=====

Here is an isolated molecule of C4H9ISi at a distorted geometry from OMol25. Energies are from ωB97M-V with the def2-TZVPD basis set.

Last column: natural (NBO) charge in e.
Positions of all 15 atoms, in Å:
1 C -1.45818 0.47566 -0.31867  -0.55
2 C -0.17363 0.54757 -1.18677  -0.80
3 C 1.45513 -0.69353 1.22708  -0.72
4 C -0.95405 0.45715 1.02514  -0.25
5 Si 1.27971 -0.64126 -0.66176  1.03
6 I -2.07257 -0.66457 2.41922  0.15
7 H -2.04407 1.34694 -0.48100  0.24
8 H -1.98892 -0.49053 -0.49672  0.22
9 H -0.42551 0.37782 -2.18916  0.23
10 H 0.18741 1.57279 -1.31400  0.22
11 H 1.87831 0.22579 1.64505  0.19
12 H 1.55502 -1.53914 1.78728  0.19
13 H -0.22964 1.22928 1.40975  0.21
14 H 0.76835 -1.87041 -1.06807  -0.20
15 H 2.22263 -0.33356 -1.79737  -0.16

For the HOMO energy (spin up / spin down), the calculation gives -7.91 / -8.64 eV. The calculation puts the HOMO-LUMO gap (spin up / spin down) at 7.446 / 8.658 eV. Its charge is 0. The calculation puts the energy above the lowest of the compared OMol25 structures with the same formula, charge and spin at 103.5 kcal per mole.